Molecular formula: C3H5F2N2
Method: DFT, ωB97M-V with the def2-TZVPD basis set

XYZ file:
```
12
Properties=species:S:1:pos:R:3:lowdin_charge:R:1
C 1.1145 -1.7647 -0.5517 0.1612
C 0.3015 0.4743 0.1292 -0.1788
C -1.5812 0.1664 0.2284 -0.2748
N 0.8749 -0.5152 -0.4094 0.1090
N 0.7040 1.7063 0.2896 0.2048
F -2.2064 0.3658 -0.9145 0.1494
F -1.5919 -1.0603 0.5889 0.1514
H 1.3217 -2.5204 0.3381 0.1713
H 1.2953 -1.9859 -1.5216 0.0677
H -1.9518 0.7649 0.9936 0.1378
H 0.0582 2.5413 0.5229 0.1990
H 1.6612 1.8273 0.3066 0.1020
```

Calculated values
Total charge = +1
Spin multiplicity = 1
Energy above the lowest of the compared OMol25 structures with the same formula, charge and spin = 203.4 kJ/mol

Molecular formula: C6H15NOP
Method: DFT, ωB97M-V with the def2-TZVPD basis set

XYZ file:
```
24
Properties=species:S:1:pos:R:3:lowdin_charge:R:1
C -1.1068 0.8324 0.8307 -0.0952
C -1.3082 -2.2668 0.6214 -0.0466
C 0.3895 -1.9850 -1.2037 -0.0642
C 0.5850 2.2437 -0.9954 -0.1675
C -0.7321 -1.3022 -0.4246 -0.3630
C -0.2784 -0.0484 0.2787 -0.3267
N 1.0892 0.1747 0.6443 0.0205
O -0.5306 1.9214 1.4957 -0.2274
P 0.7921 2.3985 0.7811 0.8894
H -2.1800 0.8492 0.7822 0.1499
H -1.6945 -3.1556 0.1312 0.0897
H -0.5413 -2.5754 1.3286 0.0897
H -2.1182 -1.8003 1.1729 0.0810
H 0.8638 -1.3122 -1.9170 0.0794
H 1.1416 -2.3986 -0.5327 0.0865
H -0.0261 -2.8144 -1.7687 0.0933
H 0.7488 1.2623 -1.4216 0.0518
H 1.2754 2.9391 -1.4786 0.0734
H -1.5342 -1.0284 -1.1163 0.1484
H -0.4256 2.5953 -1.2173 0.0891
H 1.7318 -0.2745 -0.0067 0.1191
H 1.2659 -0.2119 1.5734 0.1457
H 0.6154 3.7636 0.9940 0.0416
H 1.9774 2.1934 1.4484 0.0422
```

Calculated values
Total charge = +1
Spin multiplicity = 1
Energy above the lowest of the compared OMol25 structures with the same formula, charge and spin = 203.1 kJ/mol

Molecular formula: C3H10N2O
Method: DFT, ωB97M-V with the def2-TZVPD basis set

XYZ file:
```
16
Properties=species:S:1:pos:R:3:lowdin_charge:R:1
H -5.9148 0.9117 0.0319 0.0447
N -5.9242 -0.0447 0.4952 0.0344
C -4.8451 -0.5137 -0.1311 -0.2922
N -4.4145 -1.9466 -0.2363 0.0414
H -4.0575 0.2146 -0.5254 0.1121
H -4.0402 -2.6057 0.3313 0.0217
H -5.2831 -2.3836 -0.0756 0.0379
C 4.6280 -0.0495 0.0093 -0.0586
C 3.4536 1.1099 0.3733 -0.1767
O 2.7150 1.2096 -0.9500 -0.0953
H 4.0679 -0.8630 -0.2268 0.0035
H 5.2967 0.3090 -0.8704 0.0976
H 5.2719 -0.2062 0.9015 0.0617
H 4.0579 2.0862 0.4328 0.1149
H 2.8694 0.9213 1.1936 0.0570
H 2.1189 1.8509 -0.7535 -0.0040
```

Calculated values
SMILES = [H]/N=C/N.CCO
Spin multiplicity = 1
Energy above the lowest of the compared OMol25 structures with the same formula, charge and spin = 397.1 kJ/mol

Molecular formula: C5H15NO2
Method: DFT, ωB97M-V with the def2-TZVPD basis set

XYZ file:
```
23
Properties=species:S:1:pos:R:3:lowdin_charge:R:1
C 1.3800 -1.7167 1.4187 -0.0963
C 1.2738 -0.1906 1.1832 -0.2187
C 0.9181 0.2401 -0.2467 -0.2343
N 0.9967 1.6163 -0.5153 0.2389
C 0.2212 2.0065 -1.7678 -0.1959
C -1.2754 1.4693 -1.8756 -0.0417
H 2.1973 -1.9888 2.0242 0.0492
H 1.6650 -2.2063 0.5156 0.0598
H 0.5503 -2.1820 1.8781 0.0552
H 0.5183 0.2305 1.8481 0.0828
H 1.3878 -0.4622 -1.1035 0.2232
H -0.1938 0.0966 -0.1762 0.1241
H 0.3614 3.0689 -2.0068 0.0955
H 0.8016 1.6175 -2.6904 0.1478
H -1.8570 1.7650 -1.0014 0.0898
H -1.7340 1.6150 -2.8310 0.0738
H -1.1460 0.4124 -1.7305 0.0409
H -1.9848 -2.3936 0.0340 -0.0656
H 2.2810 0.1641 1.4162 0.1081
O -1.2608 -1.8186 0.0914 -0.2721
H -1.3531 -0.8889 1.0722 -0.0552
H -2.2625 -0.2343 2.5306 0.0195
O -1.4852 -0.2202 1.9329 -0.2286
```

Calculated values
Spin multiplicity = 1
Energy above the lowest of the compared OMol25 structures with the same formula, charge and spin = 757.5 kJ/mol

Molecular formula: C4H4N2O2
Method: DFT, ωB97M-V with the def2-TZVPD basis set

XYZ file:
```
12
Properties=species:S:1:pos:R:3:lowdin_charge:R:1
C 3.1975 -1.0178 0.1579 0.1340
C 2.2549 -0.2946 -0.0825 -0.0280
C 1.0836 0.5527 -0.1147 -0.4783
O 0.8857 1.7309 -0.1528 0.1170
O 0.0944 -0.4757 -0.0265 -0.0738
C -1.0835 0.1983 0.3838 -0.0783
N -1.9974 -0.6775 -0.3896 0.0005
N -3.2097 -0.2356 0.1186 -0.1751
H 4.3178 -1.3631 0.1526 0.0997
H -0.8778 1.2892 1.1259 0.2394
H -4.2235 -0.9572 0.0757 0.1962
H -3.3218 0.7497 -0.0894 0.0467
```

Calculated values
SMILES = C#CC(=O)O/C=N/N
Spin multiplicity = 1
Energy above the lowest of the compared OMol25 structures with the same formula, charge and spin = 852.5 kJ/mol

Molecular formula: C23H29N2O5
Method: DFT, ωB97M-V with the def2-TZVPD basis set

XYZ file:
```
59
Properties=species:S:1:pos:R:3:lowdin_charge:R:1
C 6.1111 0.9382 -5.4293 0.0566
H 6.6820 1.7732 -5.7530 0.0740
O 5.0502 1.6438 -4.5526 0.0465
C 4.2334 1.0162 -3.9370 -0.5115
C 4.0751 -0.1614 -4.0364 -0.0809
C 3.1490 -0.9993 -3.3888 -0.0430
C 2.4270 -0.3281 -2.5378 -0.2204
C 2.3331 1.1940 -2.5037 0.1122
C 3.3771 1.8041 -3.2202 -0.1721
O 3.6828 3.0863 -3.0250 -0.0313
C 2.8099 3.7503 -2.3869 -0.2206
H 1.7913 3.9099 -2.7119 0.0854
H 3.3484 5.0707 -2.2697 0.1928
H 2.9180 3.4823 -1.2125 0.1361
H 1.6987 1.7772 -1.8274 0.0829
N 1.3142 -1.0454 -1.8908 0.1328
C 0.3537 -0.4337 -0.9599 -0.3319
O 0.1516 0.6549 -0.7604 0.1623
C -0.8665 -1.5474 -0.4144 -0.3042
N -1.7998 -0.8410 0.0501 -0.2174
C -2.5676 -1.1485 1.1846 -0.1086
H -3.4499 -1.7975 0.8912 0.1910
H -2.0226 -2.1252 1.6958 0.2283
C -2.5983 -0.2069 2.1942 -0.2391
O -2.3400 1.0887 1.8311 0.0133
O -3.5352 -0.3351 3.2806 -0.0255
C -3.5312 0.7878 4.3653 -0.1409
C -2.7084 0.4841 5.2437 -0.2666
C -2.5933 -0.4074 6.3408 0.0251
C -1.6782 -0.5177 7.3713 -0.0812
C -0.6651 0.2533 7.1427 -0.0698
C -0.4335 1.2854 6.1076 -0.0343
C -1.4350 1.2613 5.2153 -0.0316
H -1.1954 2.0906 4.4292 0.1492
H 0.5589 1.7935 6.0844 0.1266
H 0.0789 0.0244 7.8867 0.1104
H -1.9531 -1.0352 8.0946 0.0454
H -3.5007 -1.1578 6.4959 0.1610
H -3.6295 1.6326 3.7609 0.1221
H -4.5983 0.3346 4.5415 0.1896
C -2.6774 -0.3958 -0.8827 -0.1307
C -3.1020 -1.7067 -1.9367 -0.1643
C -1.9627 -2.2224 -2.4812 -0.1687
C -1.0436 -2.6395 -1.2432 -0.1015
H -1.7596 -3.3572 -0.7887 0.1566
H -0.3727 -3.2257 -1.5021 0.0454
H -1.4554 -1.5525 -2.9619 0.0843
H -2.3618 -3.0467 -2.8195 0.0907
H -3.9831 -2.1297 -1.2954 0.1437
H -3.8368 -1.1715 -2.7760 0.1805
H -2.2747 0.3936 -1.6899 0.1818
H -3.6556 0.2685 -0.6001 0.2037
H -1.5848 0.2282 0.4635 0.2249
H -0.0994 -1.9490 0.5743 0.2525
H 1.2595 -2.0327 -1.8722 0.0906
H 2.9163 -2.3074 -3.4657 0.2121
H 4.7016 -0.8868 -4.7517 0.1719
H 6.7531 0.2160 -5.0144 0.0683
H 5.4961 0.4674 -6.3461 0.1450
```

Calculated values
Total charge = +1
Spin multiplicity = 1
Energy above the lowest of the compared OMol25 structures with the same formula, charge and spin = 2020.5 kJ/mol

Molecular formula: C28H48NO9P
Method: DFT, ωB97M-V with the def2-TZVPD basis set

XYZ file:
```
87
Properties=species:S:1:pos:R:3:lowdin_charge:R:1
C -8.3393 2.2284 8.0328 -0.1084
C -7.8378 1.0107 7.2087 -0.2599
C -7.6570 1.4060 5.7225 -0.2083
C -7.6119 0.1477 4.8236 -0.1388
C -7.0997 0.3922 3.4248 -0.0955
C -6.0926 -0.2955 2.8573 -0.1770
N -5.4468 -1.3049 3.6035 0.1119
C -5.6433 -0.0424 1.4437 -0.2552
O -4.7052 -0.7236 1.0461 0.0324
C -6.2924 1.0070 0.6299 -0.1010
C -5.9269 1.2852 -0.6725 -0.3092
P -4.6293 0.3177 -1.5321 0.9394
C -2.9677 0.5569 -0.7313 -0.2814
C -4.4398 0.8744 -3.2845 -0.3143
C -6.5491 2.3072 -1.3837 -0.0769
C -7.5320 3.0712 -0.8193 0.0167
C -7.9273 2.7716 0.4793 -0.2478
O -8.9261 3.5830 1.0001 0.0386
C -7.3409 1.7669 1.2019 -0.0076
C -7.7936 1.4397 2.6125 -0.2408
O -8.7653 2.0060 3.0870 0.1018
H -9.3731 2.0913 8.3653 0.0667
H -8.2981 3.1254 7.4041 0.0657
H -7.7079 2.3966 8.9124 0.0637
H -6.9176 0.5745 7.6174 0.1024
H -8.5974 0.2171 7.2660 0.1021
H -8.5782 1.9362 5.4627 0.1003
H -6.7774 2.0502 5.6252 0.1265
H -8.6275 -0.2658 4.7157 0.1340
H -7.0420 -0.6147 5.3643 0.1041
H -4.7182 -1.7538 3.0574 0.0840
H -6.1571 -1.9884 3.8424 0.1001
H -3.0372 1.1800 0.1614 0.0376
H -2.5780 -0.4423 -0.5269 0.0286
H -2.3018 1.0010 -1.4827 0.0325
H -3.4683 0.5225 -3.6515 0.0341
H -5.2140 0.4559 -3.9327 0.0337
H -4.4224 1.9705 -3.3905 0.0289
H -6.2392 2.5021 -2.4058 0.0909
H -7.9905 3.8721 -1.3888 0.1286
H -9.7372 3.0721 0.8801 0.1176
C 1.9220 -0.8215 -4.4598 -0.1122
O 1.8190 -0.7577 -3.0544 -0.2028
C 2.5084 -1.8154 -2.4073 -0.1997
C 2.9454 -1.4050 -1.0159 -0.1765
O 4.0861 -0.5547 -0.9892 -0.1409
C 3.9092 0.7791 -1.4516 -0.1784
C 3.1244 1.6636 -0.5057 -0.1982
O 1.7397 1.3577 -0.5582 -0.2025
C 1.0844 1.5641 0.6743 -0.1072
H 1.3960 -1.6998 -4.8498 0.0884
H 1.4644 0.0778 -4.8689 0.0878
H 2.9720 -0.8469 -4.7734 0.0869
H 3.3894 -2.1134 -2.9885 0.1224
H 1.8220 -2.6693 -2.3333 0.1291
H 3.2559 -2.3105 -0.4885 0.1266
H 2.1202 -0.9746 -0.4471 0.1193
H 3.4880 0.7965 -2.4575 0.1203
H 4.9194 1.1910 -1.5250 0.1270
H 3.2483 2.7131 -0.8025 0.1285
H 3.5106 1.5342 0.5118 0.1267
H 1.5632 0.9838 1.4713 0.0890
H 0.0575 1.2162 0.5693 0.0778
H 1.0770 2.6278 0.9360 0.0897
C 7.7162 -3.1983 0.0892 -0.1116
O 7.9730 -2.8798 -1.2599 -0.1999
C 7.2240 -1.7585 -1.7071 -0.2008
C 7.9420 -1.0485 -2.8356 -0.1760
O 9.0338 -0.2379 -2.4155 -0.1255
C 10.2004 -0.9037 -1.9512 -0.1830
C 11.0143 -1.5634 -3.0451 -0.2013
O 10.3937 -2.7594 -3.4915 -0.2013
C 10.6338 -3.0236 -4.8557 -0.1156
H 6.6871 -3.5524 0.2172 0.0867
H 8.4040 -3.9902 0.3819 0.0871
H 7.8936 -2.3312 0.7357 0.0880
H 7.0562 -1.0528 -0.8861 0.1249
H 6.2542 -2.1245 -2.0659 0.1205
H 7.2316 -0.3529 -3.2897 0.1251
H 8.2477 -1.7456 -3.6173 0.1191
H 9.9638 -1.6058 -1.1507 0.1197
H 10.8199 -0.1182 -1.5108 0.1269
H 12.0051 -1.8266 -2.6522 0.1272
H 11.1370 -0.8590 -3.8759 0.1252
H 10.3102 -2.1815 -5.4784 0.0871
H 10.0485 -3.8986 -5.1345 0.0877
H 11.6946 -3.2323 -5.0327 0.0877
```

Calculated values
SMILES = CCCCC1=C(N)C(=O)c2c(P(C)C)ccc(O)c2C1=O.COCCOCCOC.COCCOCCOC
Spin multiplicity = 1

no.,Kohn-Sham gap (eV),HOMO level (eV)
1,10.5,-15.6
2,10.5,-13.4
3,11.0,-10.1
4,4.2,-8.2
5,8.1,-8.1
6,6.7,-10.2
7,6.5,-7.5